The following is a quantum chemistry calculation of a 12-piece molecular cluster, C44H105Cl2N8O20P3 overall at a distorted geometry, from the OMol25 dataset.

- gap between HOMO and LUMO (eV) = 9.4096
- SMILES = CCOP(=O)(OCC)OCC.CCOP(=O)(OCC)OCC.CCOP(=O)(OCC)OCC.CN(C)C=O.CN(C)C=O.CN(C)C=O.CN(C)C=O.CN(C)C=O.CN(C)C=O.CN(C)C=O.CN(C)C=O.ClCCCl
- LUMO energy (Ha) = 0.0097
- HOMO energy (eV) = -9.15

Each line ends with the Mulliken charge.
Geometry (Å):
C -3.24 4.36 -3.76  -1.537
C -2.29 4.76 -2.67  0.596
O -1.03 5.09 -3.28  -0.490
P 0.30 4.40 -2.79  -0.750
O 0.29 2.95 -2.67  0.793
O 0.64 5.07 -1.38  0.658
C 0.73 6.50 -1.25  -0.033
C 0.85 6.87 0.21  -1.238
O 1.27 5.05 -3.84  -0.353
C 2.69 4.87 -3.64  0.149
C 3.43 6.05 -4.19  -1.480
H -4.20 4.00 -3.35  0.449
H -3.53 5.20 -4.39  0.504
H -2.87 3.57 -4.41  0.270
H -2.66 5.69 -2.23  0.339
H -2.19 3.98 -1.92  -0.378
H 1.56 6.91 -1.83  0.029
H -0.14 6.97 -1.73  0.342
H 0.04 6.41 0.79  0.262
H 1.80 6.54 0.62  0.202
H 0.79 7.95 0.30  0.463
H 2.96 4.69 -2.60  -0.003
H 2.98 3.93 -4.12  0.394
H 3.02 6.99 -3.82  0.313
H 4.47 6.01 -3.87  0.381
H 3.43 6.08 -5.28  0.332
C -0.16 -1.87 4.31  -0.043
C 0.38 -1.77 2.89  0.767
O -0.49 -0.83 2.20  0.392
P 0.01 -0.03 0.95  -1.016
O 1.46 0.03 0.74  -0.084
O -0.79 -0.63 -0.27  0.673
C -0.24 -1.84 -0.80  0.701
C -1.03 -2.23 -2.02  -0.712
O -0.66 1.38 1.12  0.667
C -1.39 1.99 0.04  0.878
C -2.87 1.82 0.27  -1.044
H -1.06 -2.49 4.30  -0.573
H 0.62 -2.25 4.97  0.435
H -0.41 -0.86 4.66  -0.327
H 1.40 -1.39 2.90  -0.700
H 0.38 -2.73 2.39  0.024
H 0.80 -1.69 -1.10  -0.560
H -0.27 -2.64 -0.05  0.053
H -1.33 -1.38 -2.64  -0.253
H -0.48 -2.90 -2.67  -0.166
H -1.99 -2.67 -1.71  0.589
H -1.19 3.06 -0.01  0.182
H -1.10 1.62 -0.94  -0.336
H -3.18 0.78 0.05  -0.027
H -3.21 2.10 1.26  0.214
H -3.44 2.31 -0.53  0.418
C 2.62 -6.69 -5.11  -1.000
C 3.31 -5.37 -5.38  -0.381
O 2.71 -4.29 -4.63  -0.348
P 1.35 -3.64 -5.15  0.168
O 1.36 -3.42 -6.59  -0.846
O 0.22 -4.57 -4.58  -0.281
C -1.15 -4.36 -5.01  0.268
C -1.70 -5.72 -5.38  -1.543
O 1.28 -2.35 -4.25  1.215
C 2.16 -1.24 -4.49  -1.152
C 2.42 -0.52 -3.19  -0.444
H 3.16 -7.50 -5.61  0.412
H 2.68 -6.88 -4.03  0.263
H 1.57 -6.73 -5.38  0.201
H 4.34 -5.46 -5.04  0.320
H 3.25 -5.11 -6.44  0.356
H -1.73 -3.93 -4.19  0.046
H -1.12 -3.72 -5.89  0.382
H -1.41 -6.46 -4.63  0.315
H -2.78 -5.68 -5.52  0.450
H -1.28 -6.06 -6.33  0.309
H 3.10 -1.61 -4.91  0.554
H 1.77 -0.56 -5.26  0.377
H 1.52 -0.02 -2.82  -0.098
H 2.75 -1.21 -2.41  0.051
H 3.19 0.25 -3.31  0.469
C 2.12 5.53 3.93  -0.811
N 0.91 4.86 3.49  0.656
C 1.05 3.87 2.47  0.330
C -0.29 5.08 4.08  -0.124
O -1.33 4.60 3.66  -0.497
H 2.53 6.11 3.10  0.223
H 2.91 4.83 4.22  0.223
H 1.89 6.16 4.79  0.319
H 0.12 3.35 2.25  -0.414
H 1.25 4.34 1.50  -0.003
H 1.77 3.08 2.70  -0.262
H -0.26 5.76 4.94  0.268
C 2.62 0.93 6.71  -0.978
N 2.86 0.26 5.47  0.405
C 2.63 1.03 4.27  0.394
C 3.30 -1.02 5.41  -0.091
O 3.49 -1.59 4.35  -0.548
H 2.97 1.97 6.67  0.294
H 3.17 0.50 7.55  0.416
H 1.55 0.99 6.88  0.255
H 1.72 1.62 4.39  -0.448
H 3.35 1.84 4.09  0.530
H 2.49 0.37 3.42  -0.570
H 3.41 -1.48 6.40  0.348
C 3.00 -4.03 1.26  -0.966
N 3.48 -3.22 0.17  0.376
C 3.58 -3.80 -1.12  -1.071
C 3.85 -1.94 0.42  0.045
O 4.33 -1.18 -0.39  -0.702
H 3.08 -3.50 2.21  0.062
H 3.53 -4.97 1.42  0.405
H 1.93 -4.24 1.14  0.431
H 3.96 -4.83 -1.08  0.414
H 2.59 -3.88 -1.60  0.236
H 4.22 -3.19 -1.76  0.303
H 3.63 -1.67 1.46  0.363
C -1.99 -0.60 -5.60  0.002
N -1.55 0.76 -5.78  0.412
C -0.91 1.33 -4.63  0.054
C -1.95 1.54 -6.80  -0.005
O -1.81 2.75 -6.84  -0.547
H -2.36 -1.04 -6.52  0.518
H -2.71 -0.68 -4.78  -0.046
H -1.13 -1.18 -5.24  -0.495
H -0.52 2.32 -4.85  0.487
H -1.63 1.52 -3.82  -0.190
H -0.09 0.72 -4.25  -0.669
H -2.45 0.96 -7.59  0.309
C 1.11 -5.39 6.54  -0.871
N 0.39 -5.38 5.29  0.140
C -1.04 -5.28 5.35  -1.072
C 1.04 -5.21 4.12  0.236
O 0.53 -5.17 3.02  -0.612
H 2.11 -5.79 6.41  0.336
H 0.56 -5.98 7.27  0.318
H 1.22 -4.38 6.95  0.293
H -1.41 -5.22 4.34  0.191
H -1.47 -6.16 5.84  0.416
H -1.30 -4.40 5.94  0.418
H 2.14 -5.19 4.23  0.248
C -2.24 1.50 4.03  -0.829
N -1.96 1.26 5.43  0.168
C -0.84 1.91 6.05  -0.640
C -2.67 0.37 6.15  0.588
O -2.55 0.15 7.34  -0.659
H -3.11 0.95 3.65  -0.088
H -1.38 1.21 3.43  0.099
H -2.45 2.56 3.89  0.474
H -0.57 1.50 7.02  0.401
H 0.03 1.92 5.40  -0.254
H -1.11 2.95 6.31  0.420
H -3.45 -0.16 5.58  -0.444
C -4.07 -0.36 -2.64  -0.670
N -4.99 0.32 -3.51  0.160
C -5.25 1.73 -3.26  -0.289
C -5.53 -0.31 -4.57  0.199
O -6.28 0.17 -5.38  -0.593
H -3.18 0.24 -2.46  -0.149
H -3.80 -1.30 -3.11  0.258
H -4.53 -0.69 -1.71  0.451
H -5.81 2.16 -4.08  0.433
H -5.88 1.82 -2.37  0.307
H -4.30 2.23 -3.07  -0.563
H -5.17 -1.36 -4.66  0.380
C -3.55 -0.98 3.15  -1.552
N -3.72 -2.23 3.82  0.295
C -3.34 -3.42 3.10  -0.851
C -4.36 -2.32 5.01  0.413
O -4.69 -3.34 5.55  -0.592
H -3.96 -0.16 3.75  0.970
H -4.05 -0.95 2.18  0.444
H -2.49 -0.75 3.00  0.438
H -3.81 -3.40 2.12  0.341
H -2.27 -3.58 2.96  0.065
H -3.66 -4.28 3.69  0.388
H -4.50 -1.32 5.47  0.435
Cl 4.67 2.63 -2.11  -0.221
C 3.46 1.93 -0.97  1.943
C 4.07 1.79 0.40  0.476
Cl 4.77 3.27 1.10  -0.238
H 3.18 0.97 -1.38  -1.318
H 2.59 2.60 -0.94  -0.463
H 4.84 1.02 0.40  0.438
H 3.31 1.40 1.08  -0.683